No. 1
Molecular formula: CH5N4
Method: DFT, ωB97M-V/def2-TZVPD

```
10
Properties=species:S:1:pos:R:3:forces:R:3:lowdin_charge:R:1
N 1.08912 -0.60732 0.00784 -1.374 -0.220 -0.830 -0.0516
N -1.41355 -0.58626 0.38185 -1.847 -0.628 0.223 0.1462
N -0.93627 0.74673 0.00922 -1.548 2.473 -0.385 0.1186
N 1.83059 0.41692 0.17604 1.804 -1.678 -0.071 0.1468
C -0.22561 -0.45035 -0.32883 0.393 0.495 -1.689 -0.2417
H 1.36910 -1.56450 -0.32176 0.537 0.776 0.916 0.2073
H -2.25123 -0.80350 -0.23821 1.372 0.098 0.812 0.1703
H 2.82107 0.04053 0.08552 -1.178 0.970 0.164 0.1242
H -0.75802 1.37236 0.76472 1.129 -0.385 1.781 0.1596
H -1.52521 1.43539 -0.53639 0.713 -1.901 -0.922 0.2204
```
Positions in Å, forces in eV/Å.

* net charge: +1
* frontier orbital gap (alpha / beta): 8.39 / 8.94 eV
* spin multiplicity: 1

---

No. 2
Molecular formula: C2H3N3OS
Method: DFT, ωB97M-V/def2-TZVPD

```
10
Properties=species:S:1:pos:R:3:forces:R:3:lowdin_charge:R:1
S 3.64688 1.20648 -0.06579 0.361 1.156 -0.247 0.9764
O 4.28520 -1.47049 -0.44807 -0.849 0.420 -0.024 0.0964
N 2.78163 -0.09115 0.83097 0.708 0.514 1.144 -0.2119
N -0.44527 0.57393 -0.29281 0.007 1.315 0.497 0.0284
N 0.76859 0.76420 0.17703 0.876 1.736 0.264 -0.0463
C 3.69508 -0.50715 -0.06909 2.201 -1.385 -0.370 -0.8381
C 1.45011 -0.21802 0.52423 -0.853 -1.142 -0.192 -0.3065
H -1.03971 1.36619 -0.42710 -0.071 -0.272 -0.158 0.1004
H -0.59018 -0.35836 -0.46878 -1.828 -2.077 -0.840 0.0596
H 1.16505 -1.26274 0.53826 -0.553 -0.264 -0.075 0.1415
```
Positions in Å, forces in eV/Å.

* SMILES string: N/N=C/N1SC1=O
* frontier orbital gap: 8.86 eV
* spin multiplicity: 1

---

No. 3
Molecular formula: C59H79N12O
Method: DFT, ωB97M-V/def2-TZVPD

```
151
Properties=species:S:1:pos:R:3:forces:R:3:lowdin_spin:R:1
O -2.15716 -3.12923 -0.42370 0.007 -0.152 0.005 0.5019
N 0.96058 0.94364 -6.79695 0.072 -0.090 -0.176 0.0000
N -7.20196 3.10911 -4.72316 -0.012 0.028 0.001 0.0000
N 1.55557 1.21691 -4.53356 0.270 0.066 -0.199 0.0000
N -4.69705 -1.76330 6.66474 -0.023 0.010 -0.033 0.0000
N -6.42202 -3.60646 2.75050 0.001 0.006 -0.050 0.0000
N 7.14036 0.74749 3.15859 -0.031 0.033 -0.031 0.0000
N 5.47996 0.66679 6.79930 0.070 -0.089 0.004 0.0000
N 2.94571 6.35557 -9.80702 -0.005 0.018 0.028 0.0000
N -3.02213 1.27132 -3.01169 0.114 0.010 0.058 0.0000
N 0.84103 4.29455 -4.50769 -0.036 0.012 0.051 0.0000
N -0.72535 1.64977 -5.35346 0.136 0.065 0.029 0.0000
N -1.42472 -3.44529 0.57339 0.084 0.289 -0.027 0.3963
C -8.33832 -5.07684 4.13616 0.016 -0.002 0.008 0.0000
C -7.64443 2.98280 -5.97271 0.020 -0.008 -0.011 0.0000
C -6.83146 3.09926 -7.09059 -0.005 -0.002 -0.001 0.0000
C -5.90678 3.36909 -4.56055 0.012 -0.015 0.010 0.0000
C 5.05906 5.79940 -10.78897 0.005 0.002 -0.004 0.0000
C 0.00614 -3.81499 0.30397 -0.172 0.161 0.094 0.0230
C -4.21304 0.80463 -3.37882 -0.011 -0.027 -0.053 0.0000
C -4.92439 -1.40578 7.92657 0.006 -0.017 0.006 0.0000
C -1.00433 -1.40903 1.88229 -0.144 0.064 0.220 0.0180
C -7.66336 -4.03599 4.75320 -0.001 -0.013 -0.001 0.0000
C 5.73970 -0.46829 7.44333 -0.040 0.009 0.039 0.0000
C 2.73535 -0.27538 1.45836 -0.027 -0.096 -0.051 0.0005
C 0.62926 1.27242 -5.62602 -0.218 -0.007 0.246 0.0000
C 4.97847 4.51010 -10.28762 -0.003 0.006 0.012 0.0000
C -5.19698 0.41941 -2.47999 0.022 -0.033 0.016 0.0000
C 0.32447 -1.32615 1.08965 0.104 -0.054 -0.143 0.0007
C 8.76578 -0.90742 3.74699 0.002 -0.009 0.017 0.0000
C 4.02164 6.68037 -10.52020 0.009 -0.014 0.007 0.0000
C -5.00921 3.50112 -5.61074 0.018 -0.003 0.000 0.0000
C 3.41627 0.63703 3.74921 0.054 -0.024 0.022 0.0000
C 2.87889 5.11218 -9.33556 -0.023 -0.031 -0.005 0.0000
C -4.05166 -3.92989 7.45935 0.003 0.018 0.020 0.0000
C 0.92909 -2.73390 0.92759 -0.005 -0.084 -0.059 0.0138
C 3.86470 4.15789 -9.54285 0.004 -0.012 -0.007 0.0000
C -0.00109 5.31641 -4.35972 0.030 0.000 0.001 0.0000
C 4.31470 1.43002 8.74626 -0.009 -0.004 0.003 0.0000
C 0.30361 -5.19858 0.90463 0.004 -0.098 0.029 0.0106
C 7.62313 0.73059 1.91880 0.022 -0.025 0.012 0.0000
C -3.68514 0.98547 -0.72714 -0.002 -0.009 -0.008 0.0001
C -1.31316 -3.63537 3.03833 -0.021 -0.054 0.042 0.0039
C -7.07108 -4.61353 2.17120 -0.023 -0.006 0.034 0.0000
C 4.77724 1.59118 7.44828 -0.011 0.015 -0.021 0.0000
C -1.75145 -2.76230 1.85608 0.269 -0.115 -0.120 0.0227
C 9.25966 -0.91579 2.45266 -0.008 0.005 0.006 0.0000
C 0.19337 -3.91278 -1.20913 -0.026 0.058 0.038 -0.0019
C -4.26624 -3.00339 6.44936 0.032 -0.062 -0.014 0.0000
C 1.29932 6.73730 -5.76210 -0.007 -0.026 -0.015 0.0000
C 1.28118 -0.45054 1.92706 0.024 0.046 0.016 0.0004
C 0.51568 -0.10540 -2.65410 -0.032 -0.033 -0.028 0.0000
C -4.92333 0.50452 -1.12514 0.003 0.017 0.006 0.0000
C 3.76146 -0.30995 2.59863 0.001 0.007 0.015 0.0000
C -0.00781 -0.66283 -0.26379 0.021 0.050 0.053 0.0026
C -6.72234 -3.33007 4.01702 0.013 0.038 0.022 0.0000
C 1.10352 -0.46430 -1.29311 0.033 -0.061 0.015 0.0001
C -4.73652 -2.25410 9.00822 -0.001 0.002 0.006 0.0000
C -2.77641 1.35881 -1.70481 -0.076 -0.005 0.004 0.0001
C 1.90978 4.48435 -5.28015 0.034 -0.017 0.034 0.0000
C 5.32065 -0.72932 8.73952 -0.005 0.001 0.011 0.0000
C 7.70830 -0.06091 4.05062 -0.028 -0.005 -0.013 0.0000
C 1.53688 -0.06327 -3.80829 -0.117 0.111 0.098 0.0000
C -8.03722 -5.37240 2.81598 0.005 -0.014 -0.003 0.0000
C 3.96975 -1.72738 3.12355 0.023 -0.031 0.038 0.0001
C 0.18328 6.55095 -4.96180 -0.019 0.015 -0.015 0.0000
C 8.67599 -0.07809 1.51599 0.000 -0.005 -0.012 0.0000
C 2.18264 5.68220 -5.92182 0.017 0.014 -0.017 0.0000
C -4.29179 -3.54445 8.76828 -0.008 -0.002 -0.008 0.0000
C 4.59302 0.24377 9.40569 0.006 0.000 -0.017 0.0000
C -5.48299 3.36117 -6.90465 0.000 -0.002 0.007 0.0000
C -3.26030 -2.56577 1.91654 -0.025 -0.021 -0.064 -0.0013
H -3.70865 -4.92695 7.21876 0.010 0.005 -0.002 0.0000
H 9.02473 -0.04884 0.49251 0.000 0.002 0.002 0.0000
H 5.76781 3.79347 -10.47494 0.000 0.001 0.000 0.0000
H 3.06350 5.77520 -6.54181 0.004 0.026 0.010 0.0000
H -8.53614 -6.17676 2.29251 0.001 0.002 -0.001 0.0000
H -0.71615 2.47683 -4.76144 0.039 -0.025 -0.013 0.0000
H 1.99400 4.86286 -8.76029 -0.012 0.001 -0.021 0.0000
H -3.96200 3.68798 -5.41268 -0.001 -0.009 0.001 0.0000
H 2.68797 0.19083 4.43202 -0.070 0.019 -0.053 0.0000
H 6.30965 -1.21277 6.89601 -0.001 0.003 -0.004 0.0000
H -1.15121 0.93197 -4.76968 -0.146 0.048 -0.071 0.0000
H 1.76636 0.33943 -0.96430 0.073 -0.034 -0.078 0.0001
H 1.95229 0.70387 -6.78390 -0.014 0.001 -0.015 0.0000
H -6.18232 -2.50452 4.46891 -0.037 0.018 -0.002 0.0000
H 1.31169 -0.84065 -4.53914 0.087 -0.044 -0.002 0.0000
H -5.56252 3.45744 -3.53573 -0.008 0.025 -0.001 0.0000
H -1.80351 1.74664 -1.42403 0.011 0.003 -0.010 0.0000
H -0.58596 -5.82782 0.86088 0.010 -0.022 -0.056 0.0011
H -4.39027 0.74624 -4.44703 -0.011 -0.017 0.005 0.0000
H 5.90752 6.12162 -11.37735 -0.003 0.002 0.001 0.0000
H -4.93786 -1.90705 10.01260 0.000 0.002 -0.003 0.0000
H 0.63746 -5.14724 1.94032 -0.057 -0.021 -0.036 0.0001
H 7.28823 -0.02302 5.04990 -0.002 0.043 -0.002 0.0000
H 0.05133 0.88071 -2.58778 -0.093 0.026 0.043 0.0000
H 3.74850 2.21867 9.22278 0.000 -0.001 -0.002 0.0000
H -9.08351 -5.64899 4.67399 -0.001 0.000 -0.001 0.0000
H 3.00521 1.58377 3.38960 0.057 0.005 -0.006 0.0000
H 1.26532 -3.06298 1.91465 -0.004 -0.009 -0.023 0.0004
H -5.27490 -0.39109 8.07979 0.000 0.000 -0.001 0.0000
H 10.08333 -1.56252 2.17863 0.000 -0.001 0.001 0.0000
H 4.42515 -2.37420 2.37028 -0.024 0.007 -0.032 0.0000
H 7.14202 1.39610 1.20957 0.001 0.003 0.002 0.0000
H 0.08112 -2.95238 -1.70305 -0.038 0.033 -0.014 0.0003
H -3.56067 -2.31948 2.93563 0.008 0.049 -0.002 -0.0004
H 4.71508 0.02567 2.18338 -0.004 0.012 -0.023 0.0000
H -1.67670 -0.63338 1.50665 0.008 -0.014 -0.005 0.0012
H -0.53826 7.34191 -4.80920 0.003 0.000 0.001 0.0000
H 4.05595 7.69706 -10.89644 -0.001 -0.001 0.001 0.0000
H -5.66074 0.20369 -0.39212 0.004 -0.008 0.004 0.0000
H -0.41613 0.32973 -0.03444 -0.047 -0.042 0.021 0.0000
H 0.81247 0.53579 2.02165 -0.006 -0.040 0.090 0.0001
H -1.63005 -4.67172 2.90940 -0.047 0.040 -0.009 0.0010
H 2.84997 0.67042 0.92387 -0.057 0.022 0.012 0.0000
H -6.15210 0.06380 -2.84120 0.004 -0.003 -0.003 0.0000
H -6.80477 -4.82387 1.14087 -0.006 0.008 -0.003 0.0000
H 1.73298 -1.35368 -1.39843 -0.073 -0.051 0.038 0.0000
H 2.53975 -0.27527 -3.42695 -0.006 0.089 0.031 0.0000
H -7.24903 2.98047 -8.08131 -0.002 0.001 0.002 0.0000
H -4.13700 -4.23664 9.58594 -0.001 0.001 0.000 0.0000
H 9.18964 -1.54349 4.51271 0.000 0.001 -0.001 0.0000
H 1.19452 -4.29726 -1.40823 0.021 0.038 0.010 -0.0002
H 4.62251 -1.72089 3.99936 0.010 -0.004 -0.001 0.0000
H 1.08726 -5.69061 0.32723 0.038 0.021 0.045 0.0006
H 2.99819 -1.05720 0.74048 0.050 0.040 0.013 0.0002
H -0.30174 -0.79699 -2.88173 0.019 -0.018 -0.029 0.0000
H -0.83297 -1.21761 -0.71939 0.021 0.015 -0.048 0.0024
H -8.70278 2.77348 -6.08525 0.001 -0.001 0.001 0.0000
H 4.24840 0.07996 10.41856 0.000 0.001 0.000 0.0000
H -3.42496 1.07091 0.31979 0.002 0.000 0.000 0.0000
H -3.58749 -1.76550 1.25647 0.002 -0.029 -0.060 -0.0004
H -0.54023 -4.58904 -1.64250 0.015 -0.066 0.001 -0.0008
H -3.78148 -3.47151 1.61109 -0.017 -0.016 0.111 -0.0004
H 1.47354 7.68173 -6.26093 0.007 0.002 0.005 0.0000
H 3.75158 3.16435 -9.13032 -0.012 -0.001 -0.010 0.0000
H -1.78410 -3.24962 3.94314 0.037 0.040 0.019 -0.0002
H 4.57099 2.50408 6.90025 0.010 0.002 0.002 0.0000
H 1.38485 1.99348 -3.90172 -0.110 -0.065 0.004 0.0000
H -7.85471 -3.77081 5.78453 -0.009 0.012 -0.006 0.0000
H -4.81253 3.44770 -7.74984 0.003 0.000 0.002 0.0000
H -4.09018 -3.27587 5.41366 0.009 -0.009 0.005 0.0000
H 3.02005 -2.18174 3.42291 0.023 0.016 0.037 0.0000
H 1.28965 -0.87164 2.93788 0.012 -0.019 -0.034 0.0001
H -0.23624 -3.62007 3.20420 -0.058 -0.013 -0.020 0.0000
H -0.81796 -1.16799 2.93343 -0.025 0.021 -0.011 0.0019
H 5.56100 -1.67308 9.20994 0.001 0.001 -0.001 0.0000
H -0.86706 5.13743 -3.73090 0.003 -0.004 0.004 0.0000
H 1.83006 -2.69850 0.31320 0.026 0.043 0.016 0.0012
H 2.57435 3.63292 -5.38590 -0.010 -0.001 -0.013 0.0000
H 4.31491 0.84390 4.33178 -0.015 0.045 0.010 0.0000
```
Positions in Å, forces in eV/Å.

* frontier orbital gap (alpha / beta): 8.21 / 8.94 eV
* spin multiplicity: 2

---

Ordered energy results: -259.65689; -715.59409; -3027.79384; unit a.u..
Ordered strongest force on any atom results: 2.94; 2.89; 0.34; unit eV/Å.